Molecular formula: C34H108O20
Method: DFT, ωB97M-V/def2-TZVPD

The calculation puts the molar mass at 837.22 g mol⁻¹. For the HOMO energy, the calculation gives -9.38 eV. The value obtained for the max |F| is 0.0683 Eh/bohr. As for the net charge: 0.

Bonds (Å) are listed after each position.
Cartesian coordinates (Å):
1 C 0.620 -28.651 -8.741  C2 1.482, H4 1.090, H5 1.090, H6 1.090
2 C -0.817 -28.489 -9.066  C1 1.482, O3 1.422, H7 1.090, H8 1.090
3 O -1.197 -27.123 -8.953  C2 1.422, H9 0.960
4 H 1.315 -28.220 -9.462  C1 1.090
5 H 0.816 -29.722 -8.695  C1 1.090
6 H 0.770 -28.242 -7.742  C1 1.090
7 H -1.453 -29.113 -8.439  C2 1.090
8 H -0.951 -28.834 -10.091  C2 1.090
9 H -0.693 -26.590 -9.573  O3 0.960
10 C -6.043 -19.998 -8.862  C11 1.547, H13 1.090, H14 1.090, H15 1.090
11 C -4.569 -20.166 -8.425  C10 1.547, O12 1.374, H16 1.090, H17 1.090
12 O -3.902 -18.984 -8.638  C11 1.374, H18 0.960
13 H -6.587 -19.157 -8.433  C10 1.090
14 H -6.591 -20.879 -8.527  C10 1.090
15 H -6.102 -19.908 -9.947  C10 1.090
16 H -4.122 -20.994 -8.975  C11 1.090
17 H -4.500 -20.416 -7.366  C11 1.090
18 H -2.996 -19.138 -8.360  O12 0.960
19 C 4.624 -21.943 -0.506  C20 1.520, H22 1.090, H23 1.090, H24 1.090
20 C 3.681 -21.811 -1.690  C19 1.520, O21 1.359, H25 1.090, H26 1.090
21 O 3.718 -22.971 -2.397  C20 1.359, H27 0.960
22 H 5.600 -22.396 -0.682  C19 1.090
23 H 4.090 -22.475 0.281  C19 1.090
24 H 4.782 -20.977 -0.027  C19 1.090
25 H 4.118 -21.139 -2.429  C20 1.090
26 H 2.647 -21.586 -1.427  C20 1.090
27 H 3.287 -22.950 -3.255  O21 0.960
28 C -1.661 -19.874 -1.261  C29 1.538, H31 1.090, H32 1.090, H33 1.090
29 C -1.396 -21.311 -0.782  C28 1.538, O30 1.441, H34 1.090, H35 1.090
30 O -2.614 -22.081 -0.792  C29 1.441, H36 0.960
31 H -2.382 -19.350 -0.633  C28 1.090
32 H -1.917 -19.763 -2.315  C28 1.090
33 H -0.689 -19.397 -1.132  C28 1.090
34 H -1.108 -21.157 0.258  C29 1.090
35 H -0.541 -21.818 -1.228  C29 1.090
36 H -2.541 -22.777 -0.135  O30 0.960
37 C 0.306 -25.598 -0.775  C38 1.504, H40 1.090, H41 1.090, H42 1.090
38 C 1.725 -25.551 -1.272  C37 1.504, O39 1.378, H43 1.090, H44 1.090
39 O 2.367 -24.643 -0.457  C38 1.378, H45 0.960
40 H -0.317 -24.707 -0.856  C37 1.090
41 H 0.165 -25.893 0.265  C37 1.090
42 H -0.230 -26.396 -1.290  C37 1.090
43 H 1.748 -25.267 -2.324  C38 1.090
44 H 2.197 -26.522 -1.129  C38 1.090
45 H 2.818 -23.987 -0.993  O39 0.960
46 C -2.823 -24.350 -8.027  C47 1.492, H49 1.090, H50 1.090, H51 1.090
47 C -3.325 -23.684 -6.790  C46 1.492, O48 1.420, H52 1.090, H53 1.090
48 O -2.817 -22.378 -6.557  C47 1.420, H54 0.960
49 H -1.743 -24.497 -8.047  C46 1.090
50 H -3.072 -23.631 -8.808  C46 1.090
51 H -3.262 -25.342 -8.129  C46 1.090
52 H -3.094 -24.382 -5.985  C47 1.090
53 H -4.413 -23.670 -6.841  C47 1.090
54 H -2.872 -22.199 -5.616  O48 0.960
55 C -5.716 -22.200 -3.524  C56 1.487, H58 1.090, H59 1.090, H60 1.090
56 C -4.662 -21.257 -3.983  C55 1.487, O57 1.388, H61 1.090, H62 1.090
57 O -3.394 -21.794 -3.808  C56 1.388, H63 0.960
58 H -5.748 -23.050 -4.205  C55 1.090
59 H -6.727 -21.797 -3.592  C55 1.090
60 H -5.528 -22.575 -2.518  C55 1.090
61 H -4.798 -20.307 -3.467  C56 1.090
62 H -4.821 -21.055 -5.042  C56 1.090
63 H -3.201 -21.810 -2.867  O57 0.960
64 C 1.150 -20.088 -3.558  C65 1.498, H67 1.090, H68 1.090, H69 1.090
65 C 1.993 -19.432 -4.608  C64 1.498, O66 1.444, H70 1.090, H71 1.090
66 O 1.323 -18.207 -4.981  C65 1.444, H72 0.960
67 H 0.903 -19.446 -2.712  C64 1.090
68 H 1.522 -21.074 -3.278  C64 1.090
69 H 0.188 -20.334 -4.007  C64 1.090
70 H 2.167 -20.084 -5.464  C65 1.090
71 H 2.953 -19.269 -4.118  C65 1.090
72 H 1.851 -17.920 -5.730  O66 0.960
73 C -2.224 -18.920 -5.245  C74 1.536, H76 1.090, H77 1.090, H78 1.090
74 C -1.850 -17.430 -5.262  C73 1.536, O75 1.440, H79 1.090, H80 1.090
75 O -1.047 -17.227 -4.084  C74 1.440, H81 0.960
76 H -2.750 -19.168 -4.323  C73 1.090
77 H -1.336 -19.552 -5.256  C73 1.090
78 H -2.917 -19.182 -6.045  C73 1.090
79 H -2.710 -16.765 -5.188  C74 1.090
80 H -1.188 -17.255 -6.110  C74 1.090
81 H -0.177 -17.543 -4.336  O75 0.960
82 C 0.067 -19.185 -8.289  C83 1.545, H85 1.090, H86 1.090, H87 1.090
83 C -0.073 -20.722 -8.230  C82 1.545, O84 1.358, H88 1.090, H89 1.090
84 O -1.284 -20.919 -8.812  C83 1.358, H90 0.960
85 H -0.719 -18.695 -7.714  C82 1.090
86 H -0.032 -18.745 -9.282  C82 1.090
87 H 1.052 -18.841 -7.973  C82 1.090
88 H -0.128 -20.975 -7.171  C83 1.090
89 H 0.743 -21.244 -8.729  C83 1.090
90 H -1.771 -21.502 -8.226  O84 0.960
91 C 5.242 -20.854 -6.320  C92 1.552, H94 1.090, H95 1.090, H96 1.090
92 C 5.135 -22.184 -7.114  C91 1.552, O93 1.380, H97 1.090, H98 1.090
93 O 3.834 -22.644 -7.121  C92 1.380, H99 0.960
94 H 6.220 -20.374 -6.291  C91 1.090
95 H 4.933 -20.993 -5.284  C91 1.090
96 H 4.501 -20.107 -6.606  C91 1.090
97 H 5.817 -22.938 -6.722  C92 1.090
98 H 5.421 -21.954 -8.140  C92 1.090
99 H 3.800 -23.400 -7.713  O93 0.960
100 C 1.697 -28.449 -4.829  C101 1.488, H103 1.090, H104 1.090, H105 1.090
101 C 0.495 -28.402 -3.954  C100 1.488, O102 1.444, H106 1.090, H107 1.090
102 O -0.726 -28.651 -4.683  C101 1.444, H108 0.960
103 H 2.591 -28.484 -4.206  C100 1.090
104 H 1.838 -27.530 -5.397  C100 1.090
105 H 1.739 -29.318 -5.487  C100 1.090
106 H 0.419 -27.391 -3.552  C101 1.090
107 H 0.554 -29.149 -3.162  C101 1.090
108 H -1.524 -28.525 -4.165  O102 0.960
109 C -0.950 -23.336 -11.120  C110 1.554, H112 1.090, H113 1.090, H114 1.090
110 C -1.294 -24.819 -11.434  C109 1.554, O111 1.428, H115 1.090, H116 1.090
111 O -0.243 -25.682 -11.000  C110 1.428, H117 0.960
112 H -0.088 -23.039 -11.716  C109 1.090
113 H -0.658 -23.277 -10.072  C109 1.090
114 H -1.781 -22.635 -11.191  C109 1.090
115 H -1.480 -24.999 -12.493  C110 1.090
116 H -2.225 -25.098 -10.939  C110 1.090
117 H 0.416 -25.658 -11.699  O111 0.960
118 C 1.964 -24.964 -8.575  C119 1.560, H121 1.090, H122 1.090, H123 1.090
119 C 3.032 -25.280 -9.668  C118 1.560, O120 1.410, H124 1.090, H125 1.090
120 O 4.230 -24.657 -9.263  C119 1.410, H126 0.960
121 H 1.123 -25.658 -8.555  C118 1.090
122 H 1.646 -23.923 -8.622  C118 1.090
123 H 2.366 -25.231 -7.597  C118 1.090
124 H 2.845 -24.889 -10.668  C119 1.090
125 H 3.085 -26.367 -9.617  C119 1.090
126 H 4.821 -24.666 -10.020  O120 0.960
127 C 4.971 -25.929 -4.711  C128 1.498, H130 1.090, H131 1.090, H132 1.090
128 C 4.426 -26.335 -3.375  C127 1.498, O129 1.398, H133 1.090, H134 1.090
129 O 4.872 -25.479 -2.363  C128 1.398, H135 0.960
130 H 5.057 -24.864 -4.930  C127 1.090
131 H 4.479 -26.506 -5.493  C127 1.090
132 H 5.994 -26.296 -4.787  C127 1.090
133 H 4.639 -27.351 -3.043  C128 1.090
134 H 3.336 -26.335 -3.398  C128 1.090
135 H 4.530 -24.601 -2.549  O129 0.960
136 C -2.638 -25.629 -2.809  C137 1.522, H139 1.090, H140 1.090, H141 1.090
137 C -4.089 -25.568 -3.266  C136 1.522, O138 1.391, H142 1.090, H143 1.090
138 O -4.675 -26.775 -2.901  C137 1.391, H144 0.960
139 H -2.560 -25.790 -1.734  C136 1.090
140 H -2.266 -24.614 -2.948  C136 1.090
141 H -1.977 -26.205 -3.456  C136 1.090
142 H -4.213 -25.529 -4.349  C137 1.090
143 H -4.542 -24.709 -2.771  C137 1.090
144 H -3.995 -27.441 -3.027  O138 0.960
145 C -4.125 -27.524 -6.528  C146 1.537, H148 1.090, H149 1.090, H150 1.090
146 C -3.566 -28.926 -6.243  C145 1.537, O147 1.434, H151 1.090, H152 1.090
147 O -4.603 -29.831 -6.645  C146 1.434, H153 0.960
148 H -4.363 -27.479 -7.591  C145 1.090
149 H -3.463 -26.687 -6.307  C145 1.090
150 H -4.998 -27.244 -5.937  C145 1.090
151 H -3.311 -29.050 -5.190  C146 1.090
152 H -2.651 -29.153 -6.791  C146 1.090
153 H -4.593 -29.713 -7.597  O147 0.960
154 O 2.443 -23.077 -4.678  H155 0.957, H156 0.957
155 H 2.916 -22.853 -5.479  O154 0.957
156 H 1.540 -23.218 -4.963  O154 0.957
157 O -0.260 -23.478 -5.570  H158 0.957, H159 0.957
158 H -0.203 -24.368 -5.919  O157 0.957
159 H -1.122 -23.166 -5.847  O157 0.957
160 O -0.663 -26.123 -6.250  H161 0.957, H162 0.957
161 H -0.881 -26.600 -7.051  O160 0.957
162 H -0.644 -26.795 -5.569  O160 0.957

Mulliken atomic charge list, values in e, 8 entries: C -0.79; C -0.26; O -0.39; H 0.14; H 0.54; H -0.06; H 0.25; H 0.40